Formula: C35H38N3
Source: OMol25
Level of theory: ωB97M-V/def2-TZVPD

LUMO energy = -2.91 eV
Gap between HOMO and LUMO = 6.395 eV
Molecular weight = 500.7 u
Relative energy (zero: lowest compared OMol25 entry of this formula, charge and spin) = 0.0 kJ/mol

ORCA input file:
```
! RIJCOSX wB97M-V def2-TZVPD def2/J DEFGRID3
* xyz 1 1
C 3.097 1.509 -0.419
N 1.790 2.139 -0.363
C 0.990 2.095 0.725
H -0.515 -0.212 -0.118
C 1.395 1.804 2.073
C 1.658 3.049 2.665
C 2.070 3.090 3.974
C 2.216 1.873 4.659
C 2.001 0.624 4.059
C 1.600 0.567 2.728
N -0.175 2.751 0.421
C -1.273 2.954 1.363
C 0.066 3.560 -0.704
C 1.301 3.146 -1.235
C 2.112 4.016 -1.947
C 1.568 5.290 -2.222
C 0.288 5.678 -1.745
C -0.487 4.811 -0.938
H 3.578 1.792 -1.355
H 3.673 1.888 0.426
H 3.077 0.408 -0.347
H 1.545 3.949 2.047
H 2.257 4.077 4.389
H 2.528 1.913 5.699
H 2.164 -0.303 4.633
H 1.460 -0.390 2.213
H -2.164 3.382 0.880
H -1.564 2.002 1.823
H -0.921 3.623 2.152
H 3.116 3.674 -2.240
H 2.121 5.950 -2.899
H -0.127 6.654 -2.030
H -1.446 5.065 -0.454
C -2.677 1.284 -1.333
C -2.520 0.251 -2.442
C -3.795 0.213 -3.302
C -1.317 0.541 -3.340
C -2.321 -1.107 -1.762
N -3.279 -2.050 -1.869
C -2.871 -3.248 -1.319
C -1.554 -3.078 -0.851
C -0.757 -4.186 -0.500
C -1.377 -5.426 -0.475
C -2.716 -5.557 -0.884
C -3.468 -4.480 -1.361
C -1.222 -1.709 -1.111
C -0.026 -1.010 -0.608
C 0.772 -1.784 0.433
C 0.135 -2.277 1.594
C 0.809 -3.205 2.388
C 2.107 -3.593 2.027
C 2.746 -4.719 2.768
C 2.807 -2.944 1.002
C 2.135 -2.018 0.204
H -1.760 1.365 -0.743
H -2.896 2.284 -1.736
H -3.485 0.988 -0.648
H -3.736 -0.569 -4.073
H -4.699 0.056 -2.698
H -3.919 1.169 -3.829
H -1.126 -0.307 -4.012
H -1.498 1.422 -3.972
H -0.406 0.726 -2.763
H -4.156 -1.945 -2.352
H 0.310 -4.082 -0.295
H -0.819 -6.298 -0.145
H -3.192 -6.528 -0.855
H -4.479 -4.523 -1.745
H 0.625 -0.609 -1.397
H -0.901 -2.001 1.828
H 0.319 -3.671 3.254
H 3.781 -4.850 2.438
H 2.738 -4.541 3.851
H 2.204 -5.656 2.580
H 3.856 -3.201 0.801
H 2.629 -1.557 -0.663
*
```

***

Formula: C35H38N5OPReS
Source: OMol25
Level of theory: ωB97M-V/def2-TZVPD

LUMO energy (alpha / beta) = -13.28 / -13.56 eV
Gap between HOMO and LUMO (alpha / beta) = 5.213 / 4.952 eV
<S²> = 3.79
Molecular weight = 794.0 u

ORCA input file:
```
! RIJCOSX wB97M-V def2-TZVPD def2/J DEFGRID3
* xyz 4 4
Re 0.535 -0.263 0.027
C 5.526 -0.889 -0.488
C 4.111 -0.980 0.087
C 3.670 0.416 0.519
C 3.151 -1.543 -0.959
C 3.521 -2.924 -1.516
O 2.474 -3.818 -0.995
C 1.543 -3.140 -0.430
N 1.767 -1.821 -0.374
C 0.396 -3.864 0.096
C 0.614 -5.158 0.556
C -0.443 -5.891 1.083
C -1.713 -5.343 1.125
C -1.950 -4.058 0.631
C -0.904 -3.309 0.115
P -1.262 -1.728 -0.660
C -0.903 -1.763 -2.402
C -0.465 -2.928 -3.041
C -0.239 -2.903 -4.407
C -0.430 -1.727 -5.128
C -0.864 -0.566 -4.493
C -1.099 -0.574 -3.128
C -2.945 -1.247 -0.342
C -3.878 -1.435 -1.370
C -5.229 -1.268 -1.093
C -5.641 -0.919 0.186
C -4.710 -0.734 1.208
C -3.362 -0.903 0.951
H 6.185 -0.384 0.219
H 5.541 -0.318 -1.423
H 5.964 -1.869 -0.677
H 4.111 -1.655 0.950
H 3.782 1.135 -0.298
H 4.257 0.780 1.362
H 2.616 0.443 0.887
H 3.077 -0.817 -1.772
H 4.475 -3.295 -1.163
H 3.484 -2.994 -2.596
H 1.608 -5.584 0.519
H -0.269 -6.892 1.454
H -2.539 -5.917 1.527
H -2.959 -3.664 0.637
H -0.354 -3.858 -2.495
H 0.061 -3.810 -4.918
H -0.257 -1.722 -6.197
H -1.045 0.331 -5.072
H -1.492 0.313 -2.638
H -3.565 -1.708 -2.370
H -5.958 -1.418 -1.879
H -6.697 -0.795 0.394
H -5.046 -0.474 2.205
H -2.644 -0.790 1.756
N 1.658 1.847 3.445
C 0.470 1.769 2.863
S -0.051 0.159 2.295
N -0.391 2.740 2.789
C -0.360 4.121 3.200
C 0.767 4.814 3.629
C 0.637 6.144 4.001
C -0.592 6.777 3.944
C -1.711 6.078 3.509
C -1.593 4.754 3.135
H 2.195 1.008 3.579
H 1.907 2.637 4.020
H -1.288 2.467 2.415
H 1.761 4.392 3.666
H 1.509 6.687 4.343
H -0.680 7.815 4.237
H -2.678 6.564 3.475
H -2.477 4.197 2.823
C 1.529 2.302 -2.003
C 0.186 2.415 -1.367
N -0.380 1.540 -0.512
C -1.653 2.032 -0.178
C -1.832 3.196 -0.829
N -0.672 3.413 -1.557
H 1.886 1.269 -1.977
H 2.263 2.935 -1.500
H 1.494 2.599 -3.052
H -2.336 1.481 0.449
H -2.671 3.877 -0.856
H -0.502 4.214 -2.154
*
```

***

Formula: C35H39Cl2InN11O2S2Se
Source: OMol25
Level of theory: ωB97M-V/def2-TZVPD

LUMO energy = -6.99 eV
Gap between HOMO and LUMO = 7.593 eV
Molecular weight = 974.6 u
Relative energy (zero: lowest compared OMol25 entry of this formula, charge and spin) = 0.0 kJ/mol

ORCA input file:
```
! RIJCOSX wB97M-V def2-TZVPD def2/J DEFGRID3
* xyz 3 1
In -3.264 -20.776 -13.911
N -4.629 -19.058 -14.624
C -4.193 -18.309 -15.779
C -4.870 -17.232 -16.306
C -4.355 -16.573 -17.418
C -3.167 -16.961 -17.987
C -2.469 -18.055 -17.461
C -1.247 -18.531 -18.011
C -0.633 -19.647 -17.522
C -1.248 -20.288 -16.386
N -2.309 -19.836 -15.786
C -2.986 -18.727 -16.341
H -5.547 -19.495 -14.734
H -4.752 -18.428 -13.852
H -5.851 -16.911 -15.921
H -4.893 -15.721 -17.859
H -2.805 -16.454 -18.856
H -0.812 -18.024 -18.889
H 0.293 -20.051 -17.893
H -0.732 -21.137 -15.949
Cl -9.061 -20.288 -8.940
C -7.751 -20.642 -9.978
C -7.831 -21.783 -10.760
C -6.828 -22.076 -11.629
Cl -6.863 -23.604 -12.403
C -5.714 -21.224 -11.861
O -4.815 -21.585 -12.740
C -5.650 -20.048 -11.045
C -4.648 -19.005 -11.130
O -3.786 -18.928 -11.981
C -6.662 -19.791 -10.122
H -8.690 -22.391 -10.754
H -4.692 -18.189 -10.375
H -6.593 -18.864 -9.503
Se -6.531 -20.926 -16.675
N -4.946 -21.684 -16.246
C -4.637 -22.446 -17.314
C -3.405 -23.189 -17.528
C -3.250 -23.843 -18.731
C -4.249 -23.762 -19.790
C -5.337 -22.980 -19.687
C -5.571 -22.276 -18.456
N -6.642 -21.537 -18.307
H -2.617 -23.180 -16.782
H -2.328 -24.301 -18.961
H -4.139 -24.314 -20.712
H -6.057 -22.890 -20.469
C 1.459 -23.837 -14.561
C 0.386 -24.856 -14.896
C -0.973 -24.331 -14.618
N -1.299 -23.097 -14.552
N -2.607 -22.905 -14.381
C -3.297 -24.029 -14.363
N -4.664 -24.002 -14.312
S -2.326 -25.426 -14.507
H 2.451 -24.286 -14.432
H 1.253 -23.311 -13.622
H 1.483 -23.038 -15.356
H 0.563 -25.780 -14.350
H 0.441 -25.216 -15.920
H -5.036 -23.121 -13.958
H -5.228 -24.817 -14.235
N 0.467 -19.287 -13.495
C 0.096 -20.083 -12.510
S -1.427 -20.846 -12.198
N 1.022 -20.393 -11.607
C 2.367 -19.863 -11.575
C 3.299 -20.569 -12.321
C 4.548 -20.053 -12.486
C 4.932 -18.922 -11.773
C 4.023 -18.264 -10.989
C 2.679 -18.677 -10.904
H -0.226 -18.916 -14.097
H 1.417 -18.885 -13.518
H 0.681 -20.977 -10.884
H 3.026 -21.427 -12.910
H 5.224 -20.568 -13.159
H 5.960 -18.568 -11.939
H 4.314 -17.309 -10.474
H 2.005 -18.118 -10.222
N -5.178 -26.445 -7.584
C -4.474 -25.385 -8.435
C -4.050 -25.906 -9.797
N -3.320 -24.894 -10.577
H -5.378 -26.121 -6.656
H -4.623 -27.271 -7.506
H -6.067 -26.697 -7.968
H -3.650 -25.041 -7.831
H -5.185 -24.556 -8.501
H -4.907 -26.149 -10.424
H -3.391 -26.761 -9.634
H -2.597 -24.418 -10.033
H -4.006 -24.254 -10.952
*
```

***

Formula: C35H39Cl6N7O5V
Source: OMol25
Level of theory: ωB97M-V/def2-TZVPD

LUMO energy (alpha / beta) = -0.52 / -0.46 eV
Gap between HOMO and LUMO (alpha / beta) = 7.798 / 7.892 eV
<S²> = 0.79
Molecular weight = 901.4 u
Relative energy (zero: lowest compared OMol25 entry of this formula, charge and spin) = 0.0 kJ/mol

ORCA input file:
```
! RIJCOSX wB97M-V def2-TZVPD def2/J DEFGRID3
* xyz 0 2
O 3.174 1.252 2.581
V 1.813 0.520 2.030
C -0.798 -1.982 3.823
C 0.116 -1.079 4.603
C 0.533 -1.729 5.961
O 1.185 -0.540 3.857
H -1.082 -1.479 2.898
H -1.709 -2.200 4.379
H -0.387 -2.945 3.520
H -0.563 -0.266 4.857
H 1.021 -2.664 5.686
H -0.265 -2.120 6.592
H 1.141 -1.090 6.602
N -0.698 -0.399 -0.022
O -0.994 -1.562 -0.362
O -1.227 0.530 -0.528
O 0.204 -0.218 0.760
N -6.039 -1.644 2.131
C -4.699 -1.603 2.357
C -3.886 -0.937 1.468
C -4.343 -0.429 0.251
C -5.717 -0.432 0.052
C -6.530 -1.057 1.010
H -4.341 -2.120 3.236
H -2.832 -0.848 1.683
H -3.625 -0.020 -0.444
H -6.134 -0.133 -0.898
H -7.590 -1.079 0.804
N 0.144 3.383 -5.040
C -0.673 2.524 -4.424
C -1.285 2.722 -3.143
C -0.890 3.906 -2.532
C -0.039 4.888 -3.126
C 0.393 4.571 -4.422
H -0.950 1.620 -4.946
H -1.918 1.990 -2.665
H -1.184 4.039 -1.501
H 0.214 5.818 -2.638
H 1.028 5.248 -4.974
N 2.595 1.463 -0.068
C 2.183 1.064 -1.312
C 2.392 1.771 -2.527
C 2.930 3.034 -2.493
C 3.408 3.485 -1.243
C 3.173 2.712 -0.099
H 1.817 0.062 -1.478
H 2.148 1.297 -3.467
H 3.017 3.632 -3.388
H 3.973 4.395 -1.103
H 3.476 3.191 0.820
N 3.773 -1.790 -3.525
C 2.914 -1.038 -4.241
C 1.506 -1.144 -4.184
C 0.923 -1.974 -3.243
C 1.785 -2.734 -2.449
C 3.174 -2.619 -2.612
H 3.460 -0.538 -5.027
H 0.928 -0.486 -4.816
H -0.155 -1.924 -3.204
H 1.322 -3.441 -1.777
H 3.822 -3.230 -2.001
N 0.557 2.243 2.417
C -0.117 2.911 1.468
C -0.994 3.957 1.638
C -1.225 4.439 2.952
C -0.629 3.709 3.962
C 0.242 2.667 3.689
H -0.038 2.484 0.479
H -1.511 4.363 0.781
H -1.841 5.292 3.200
H -0.757 4.064 4.974
H 0.690 2.227 4.568
N 2.914 -1.275 1.310
C 4.232 -1.325 0.880
C 4.962 -2.473 0.572
C 4.358 -3.718 0.723
C 2.987 -3.734 1.076
C 2.317 -2.550 1.441
H 4.711 -0.365 0.754
H 5.928 -2.325 0.113
H 4.794 -4.617 0.314
H 2.422 -4.647 1.191
H 1.275 -2.624 1.717
C -3.450 -0.682 -3.340
Cl -2.674 -0.954 -4.862
Cl -4.275 -2.172 -2.839
Cl -4.524 0.704 -3.451
H -2.708 -0.521 -2.559
C -2.543 -4.461 0.193
Cl -2.891 -5.088 1.768
Cl -3.854 -4.718 -0.991
Cl -0.985 -5.053 -0.505
H -2.510 -3.380 0.325
*
```

***

no.,calculated total energy (eV)
1,-41376.2758
2,-68626.4158
3,-174628.6831
4,-158414.2226